C11H29N6O15P | ωB97M-V/def2-TZVPD

Last column: natural (NBO) charge in e.
Atoms and positions in Å:
C (-1.011, 3.611, -0.183)  -0.63
C (-0.924, 2.489, -1.326)  -0.73
P (-1.469, 0.759, -0.781)  1.02
C (-0.352, -0.501, -1.630)  -0.76
C (1.217, -0.336, -1.330)  -0.65
O (-1.391, 0.668, 0.949)  -0.78
C (-1.252, -0.652, 1.412)  0.98
O (-2.064, -1.568, 1.243)  -0.59
O (-0.092, -0.925, 2.188)  -0.69
H (-1.259, 3.224, 0.855)  0.23
H (-1.836, 4.363, -0.452)  0.21
H (-0.037, 4.208, -0.162)  0.22
H (0.159, 2.413, -1.694)  0.22
H (-1.609, 2.815, -2.176)  0.26
H (-0.708, -1.575, -1.425)  0.25
H (-0.494, -0.339, -2.760)  0.28
H (1.471, 0.752, -1.118)  0.20
H (1.600, -1.036, -0.505)  0.22
H (1.825, -0.622, -2.263)  0.21
H (0.449, -0.105, 2.110)  0.50
C (4.256, 1.477, 1.434)  -0.50
N (2.884, 0.912, 1.506)  0.54
O (1.948, 1.696, 1.484)  -0.39
O (2.787, -0.300, 1.583)  -0.38
H (4.187, 2.559, 1.370)  0.25
H (4.783, 1.177, 2.339)  0.25
H (4.733, 1.067, 0.545)  0.24
C (-4.548, -1.731, -1.801)  -0.48
N (-4.552, -0.937, -3.057)  0.53
O (-4.707, 0.268, -2.960)  -0.38
O (-4.400, -1.553, -4.099)  -0.39
H (-4.692, -1.059, -0.960)  0.25
H (-5.364, -2.450, -1.864)  0.23
H (-3.584, -2.233, -1.732)  0.23
C (3.163, -3.783, 3.063)  -0.48
N (4.593, -3.763, 2.658)  0.53
O (5.313, -2.933, 3.183)  -0.37
O (4.941, -4.583, 1.826)  -0.38
H (2.998, -3.004, 3.804)  0.23
H (2.567, -3.599, 2.171)  0.24
H (2.954, -4.766, 3.484)  0.23
C (1.835, -3.569, -4.183)  -0.49
N (1.716, -2.108, -4.429)  0.54
O (0.686, -1.561, -4.073)  -0.38
O (2.661, -1.563, -4.970)  -0.37
H (0.925, -3.917, -3.698)  0.23
H (1.968, -4.055, -5.148)  0.24
H (2.700, -3.724, -3.539)  0.24
C (4.222, 3.938, 5.089)  -0.49
N (5.062, 3.463, 3.959)  0.53
O (5.844, 2.557, 4.183)  -0.37
O (4.904, 4.018, 2.885)  -0.39
H (4.468, 3.358, 5.976)  0.24
H (4.445, 4.992, 5.244)  0.24
H (3.180, 3.791, 4.808)  0.24
C (-8.310, 1.244, -1.025)  -0.49
N (-7.958, -0.199, -0.978)  0.54
O (-6.836, -0.489, -0.599)  -0.38
O (-8.819, -0.987, -1.323)  -0.38
H (-7.452, 1.825, -0.693)  0.24
H (-8.564, 1.486, -2.056)  0.24
H (-9.160, 1.396, -0.362)  0.23

Results
* largest force on an atom: 3.74 eV Å⁻¹
* structure (SMILES): CCP(CC)OC(=O)O.C[N+](=O)[O-].C[N+](=O)[O-].C[N+](=O)[O-].C[N+](=O)[O-].C[N+](=O)[O-].C[N+](=O)[O-]
* highest occupied orbital energy: -7.7 eV
* LUMO: -0.44 eV
* frontier orbital gap: 7.3 eV

***

C4H10OSi2 | ωB97M-V/def2-TZVPD

Last column: natural (NBO) charge in e.
Atoms and positions in Å:
C (-2.964, 0.576, -0.160)  -0.51
C (0.559, -2.392, -0.740)  -0.31
C (-1.852, 1.216, 0.041)  -0.42
C (0.299, -1.721, 0.371)  -0.70
O (0.773, 0.301, 2.195)  -1.10
Si (2.024, 1.233, -0.725)  0.31
Si (0.596, 0.099, 0.587)  1.39
H (-3.835, 1.162, 0.007)  0.19
H (-2.954, -0.409, -0.745)  0.21
H (0.841, -3.386, -0.801)  0.19
H (0.345, -1.940, -1.795)  0.19
H (-1.627, 2.256, 0.373)  0.18
H (0.424, -2.164, 1.280)  0.21
H (0.064, 0.517, 2.757)  0.52
H (1.316, 2.472, -0.815)  -0.12
H (3.159, 1.217, 0.171)  -0.14
H (2.833, 0.963, -2.002)  -0.09

Results
* largest force on an atom: 5.26 eV Å⁻¹
* highest occupied orbital energy: -7.6 eV
* LUMO: 0.31 eV
* energy relative to the best compared isomer or geometry (same formula, charge and spin): 93.5 kcal/mol
* frontier orbital gap: 7.9 eV

***

C33H32I2N5W | ωB97M-V/def2-TZVPD

Last column: Mulliken spin population.
Atoms and positions in Å:
W (0.012, -1.590, -1.283)  2.04
C (-1.566, -0.057, 4.218)  0.00
C (-0.664, 1.145, 4.277)  0.00
C (-0.167, 1.625, 5.486)  0.00
C (0.656, 2.741, 5.534)  0.00
C (1.005, 3.412, 4.371)  0.00
C (0.530, 2.954, 3.152)  0.00
C (-0.291, 1.835, 3.121)  0.00
N (-0.767, 1.357, 1.843)  0.03
C (-0.181, 0.363, 1.178)  0.02
N (0.967, -0.104, 1.706)  0.02
C (1.647, -1.270, 1.373)  0.07
C (1.453, -1.900, 0.136)  -0.18
C (2.234, -3.050, -0.144)  -0.10
C (3.108, -3.566, 0.786)  0.01
C (3.256, -2.918, 2.013)  -0.02
C (2.545, -1.770, 2.330)  0.00
C (2.729, -1.084, 3.654)  0.00
N (-0.708, -0.147, 0.051)  0.11
C (-1.977, 0.444, -0.330)  0.05
C (-3.149, -0.207, 0.050)  -0.03
C (-4.384, 0.304, -0.317)  0.00
C (-4.439, 1.479, -1.055)  0.01
C (-3.269, 2.140, -1.401)  0.00
C (-2.015, 1.646, -1.043)  -0.05
C (-0.774, 2.422, -1.387)  0.00
H (-1.880, -0.348, 5.218)  0.00
H (-1.062, -0.920, 3.770)  0.00
H (-2.465, 0.145, 3.634)  0.00
H (-0.444, 1.124, 6.405)  0.00
H (1.017, 3.096, 6.490)  0.00
H (1.634, 4.291, 4.413)  0.00
H (0.782, 3.463, 2.230)  0.00
H (-1.632, 1.724, 1.469)  0.00
H (1.229, 0.347, 2.577)  0.00
H (2.182, -3.525, -1.117)  -0.02
H (3.693, -4.447, 0.563)  0.00
H (3.956, -3.312, 2.739)  0.00
H (3.438, -1.629, 4.273)  0.00
H (1.789, -1.021, 4.209)  0.00
H (3.120, -0.069, 3.539)  0.00
H (-3.090, -1.089, 0.678)  0.00
H (-5.294, -0.195, -0.011)  0.00
H (-5.396, 1.895, -1.341)  0.00
H (-3.327, 3.071, -1.952)  0.00
H (-0.872, 2.899, -2.363)  0.00
H (0.122, 1.800, -1.390)  0.00
H (-0.605, 3.222, -0.662)  0.00
I (-1.750, -3.635, -0.345)  0.00
C (-0.876, -4.971, -1.755)  0.03
I (0.145, -3.782, -3.192)  -0.01
H (-1.662, -5.532, -2.249)  0.00
H (-0.160, -5.603, -1.241)  0.00
C (3.855, 0.436, -2.504)  -0.01
C (3.513, 1.161, -3.630)  0.02
C (2.199, 1.113, -4.071)  0.00
C (1.275, 0.349, -3.384)  0.03
N (1.604, -0.373, -2.280)  -0.04
C (2.885, -0.309, -1.864)  0.05
C (-0.133, 0.255, -3.784)  0.02
C (-0.689, 0.857, -4.901)  -0.01
C (-2.036, 0.665, -5.169)  0.02
C (-2.794, -0.129, -4.319)  -0.01
C (-2.178, -0.690, -3.223)  0.03
N (-0.873, -0.498, -2.955)  -0.06
H (4.862, 0.438, -2.112)  0.00
H (4.248, 1.754, -4.158)  0.00
H (1.903, 1.672, -4.946)  0.00
H (3.135, -0.880, -0.985)  -0.01
H (-0.087, 1.458, -5.565)  0.00
H (-2.488, 1.127, -6.037)  0.00
H (-3.845, -0.305, -4.493)  0.00
H (-2.738, -1.300, -2.524)  -0.01

Results
* largest force on an atom: 0.47 eV Å⁻¹
* highest occupied orbital energy (spin up / spin down): -16.1 / -16.1 eV
* LUMO (spin up / spin down): -10.21 / -10.01 eV
* energy relative to the best compared isomer or geometry (same formula, charge and spin): 0.0 kcal/mol
* total charge: +3
* frontier orbital gap (spin up / spin down): 5.9 / 6.1 eV
* spin multiplicity: 3

***

C5H9N6 | ωB97M-V/def2-TZVPD

Last column: natural (NBO) charge in e.
Atoms and positions in Å:
H (-3.750, 0.078, 0.391)  0.36
N (-3.321, -0.547, -0.179)  -0.57
C (-2.107, -0.511, -0.449)  0.26
N (-1.182, 0.473, -0.127)  -0.40
C (-1.332, 1.842, 0.174)  0.27
N (-0.154, 2.410, 0.239)  -0.45
C (0.817, 1.466, 0.053)  0.40
N (2.156, 1.599, 0.071)  -0.78
C (0.190, 0.234, -0.168)  0.07
N (0.722, -0.984, -0.026)  -0.05
C (0.146, -1.902, 0.722)  -0.10
N (1.926, -1.222, -0.614)  -0.61
H (-1.690, -1.348, -1.082)  0.19
H (-2.230, 2.471, 0.232)  0.25
H (2.732, 0.689, 0.277)  0.42
H (2.544, 2.447, 0.032)  0.41
H (-0.627, -1.490, 1.327)  0.24
H (0.628, -2.924, 0.832)  0.24
H (2.192, -0.711, -1.434)  0.43
H (2.342, -2.073, -0.271)  0.41

Results
* largest force on an atom: 5.65 eV Å⁻¹
* structure (SMILES): [H]/N=C\n1cnc(N)c1[N+](=C)N
* highest occupied orbital energy (spin up / spin down): -12.4 / -12.4 eV
* LUMO (spin up / spin down): -4.91 / -4.91 eV
* energy relative to the best compared isomer or geometry (same formula, charge and spin): 32.7 kcal/mol
* total charge: +1
* frontier orbital gap (spin up / spin down): 7.5 / 7.5 eV